Entry from the Open Molecules 2025 dataset: one molecule with the formula C8H8O (ωB97M-V with the def2-TZVPD basis set).

E_HOMO = -0.2859 Eh
max |F| = 3.99 eV/A
energy relative to the best compared isomer or geometry (same formula, charge and spin) = 1.757 eV
SMILES string = C=Cc1ccc(C=C)o1

Last column: natural (NBO) charge in e.
CARTESIAN COORDINATES (ANGSTROEM)
C -2.52253 -1.35907 -0.16636  -0.376
C -2.28785 -0.13519 0.20599  -0.233
C -1.05704 0.51227 0.29139  0.228
C -0.67637 1.76863 0.00471  -0.263
C 0.70716 1.73763 -0.09581  -0.279
C 1.13822 0.49441 0.11902  0.231
C 2.32207 -0.11514 -0.25420  -0.237
C 2.52294 -1.35547 0.26632  -0.366
O 0.04850 -0.29394 0.28901  -0.408
H -3.53175 -1.59047 -0.24740  0.202
H -1.66499 -2.09222 -0.36277  0.215
H -3.15393 0.58197 0.47818  0.209
H -1.35008 2.57568 -0.14794  0.225
H 1.37513 2.54579 -0.12078  0.218
H 2.97443 0.44125 -0.89548  0.223
H 3.33752 -1.84478 -0.25578  0.196
H 1.81859 -1.87134 0.89191  0.215

Cartesian forces (eV/Å) of the 3 atoms listed first:
2.22 -1.84 -0.30
-2.88 2.49 1.20
2.10 -0.61 -0.64